1.
{"formula": "C4H16KN8O4", "method": "the ωB97M-V functional and the def2-TZVPD basis", "elements": ["K", "C", "O", "N", "N", "H", "H", "H", "H", "C", "O", "N", "N", "H", "H", "H", "H", "C", "O", "N", "N", "H", "H", "H", "H", "C", "O", "N", "N", "H", "H", "H", "H"], "positions_angstrom": [[0.2417, -0.7110, 0.9784], [2.9286, 0.8052, 1.1382], [1.8353, 0.2429, 1.2671], [3.9656, 0.3247, 0.5037], [3.1540, 2.0489, 1.4992], [4.6760, 0.9785, 0.2074], [3.9745, -0.6061, 0.1118], [4.0838, 2.4048, 1.3289], [2.4321, 2.6793, 1.8179], [-0.8372, -1.0336, -1.3723], [0.2193, -1.4370, -1.1351], [-1.2540, 0.1585, -1.0264], [-1.8227, -1.5796, -2.0719], [-0.7536, 0.8041, -0.4324], [-2.2149, 0.3743, -1.2504], [-1.6861, -2.5245, -2.4016], [-2.7215, -1.1294, -2.1699], [0.0764, 2.1196, 0.2087], [-0.4260, 1.0504, 0.4039], [1.2791, 2.4305, 0.3964], [-0.6269, 3.1057, -0.2376], [1.5326, 3.3123, -0.0258], [1.8002, 1.5659, 0.3645], [-0.3490, 4.0386, 0.0317], [-1.3291, 2.8790, -0.9273], [-1.8790, -2.5441, 0.7414], [-1.1398, -1.9109, 1.4484], [-1.5981, -3.1583, -0.3792], [-3.1833, -2.6733, 0.8852], [-2.2705, -3.6489, -0.9513], [-0.7091, -2.8912, -0.7773], [-3.6808, -3.1995, 0.1813], [-3.7174, -2.2759, 1.6448]], "charge": 1, "lumo_energy_ev": -2.64, "gap_ev": 8.7, "total_energy_ev": -40827.6700}



2.
{"formula": "C4H16N2O2", "method": "the ωB97M-V functional and the def2-TZVPD basis", "elements": ["N", "C", "C", "C", "C", "N", "H", "H", "H", "H", "H", "H", "H", "H", "H", "H", "H", "H", "H", "H", "O", "H", "H", "O"], "positions_angstrom": [[-0.3119, 2.5014, -0.1153], [2.0968, 0.7676, 0.2291], [0.6621, 0.3900, 0.7058], [-0.5017, 1.0783, -0.1693], [-1.8659, 0.6037, 0.2682], [-2.3314, -0.6856, -0.2792], [0.6182, 2.8758, -0.0647], [-0.9614, 2.9256, -0.7606], [2.2904, 1.8483, 0.1389], [2.8511, 0.5246, 0.9633], [2.2020, 0.3833, -0.7982], [0.5614, 0.7418, 1.7455], [0.5255, -0.6782, 0.5845], [-0.1343, 0.5730, -1.0823], [-2.1466, 0.4482, 1.3115], [-2.5354, 1.4512, -0.0292], [-3.0233, -0.6345, -1.0118], [-1.5552, -1.2504, -0.5999], [1.4011, -1.8399, -2.0909], [2.4556, -1.6302, -3.1713], [1.5025, -1.6506, -3.0449], [-0.0659, -3.4817, 2.4053], [-1.3154, -2.6424, 2.2606], [-0.4183, -2.6193, 2.6049]], "charge": 0, "smiles": "CC[C@H](N)CN.O.O", "lumo_energy_ev": 0.60, "gap_ev": 9.5, "total_energy_ev": -11481.6537}



3.
{"formula": "C4H16N2O2", "method": "the ωB97M-V functional and the def2-TZVPD basis", "elements": ["C", "N", "C", "C", "C", "N", "H", "H", "H", "H", "H", "H", "H", "H", "H", "H", "H", "H", "H", "H", "O", "H", "H", "O"], "positions_angstrom": [[-2.1153, -0.2029, -1.9918], [-0.9101, -0.9097, -2.3855], [0.7091, 1.0466, -2.2625], [0.3105, -0.4828, -1.7623], [0.3635, -0.5564, -0.2625], [1.7244, -0.3812, 0.2771], [-2.8367, -0.9099, -1.5865], [-1.8244, 0.5781, -1.2880], [-2.5834, 0.3995, -2.7813], [-0.7420, -1.0484, -3.3674], [0.7417, 1.7137, -1.4059], [0.0128, 1.3633, -3.0340], [1.6811, 0.9215, -2.7224], [1.2000, -0.9706, -2.1622], [-0.1951, 0.2038, 0.2928], [-0.0679, -1.4900, 0.1131], [2.3172, -1.1987, 0.0621], [2.2656, 0.2507, -0.3313], [-1.4420, -0.2186, 4.2481], [-0.2926, -0.1521, 3.1550], [-1.2509, -0.2817, 3.3386], [1.7105, 0.5765, 5.4769], [0.4328, 1.3203, 5.1258], [0.7913, 0.4293, 5.2542]], "charge": 0, "smiles": "CN[C@@H](C)CN.O.O", "lumo_energy_ev": 0.74, "gap_ev": 9.0, "total_energy_ev": -11481.5024}



4.
{"formula": "C4H16N2O2", "method": "the ωB97M-V functional and the def2-TZVPD basis", "elements": ["C", "N", "C", "C", "C", "N", "H", "H", "H", "H", "H", "H", "H", "H", "H", "H", "H", "H", "H", "H", "O", "H", "H", "O"], "positions_angstrom": [[0.3341, 1.9846, 1.8277], [0.1090, 1.0991, 0.6848], [-0.5479, -0.1487, 1.0840], [-1.2578, -0.7900, -0.1157], [-0.3248, -1.1423, -1.2424], [0.6012, -2.2290, -0.8840], [-0.5809, 2.5281, 2.0754], [0.7365, 1.4561, 2.6967], [1.0588, 2.7416, 1.5282], [1.0314, 0.8807, 0.3240], [-1.3309, 0.1372, 1.7888], [0.1119, -0.8778, 1.5577], [-2.0136, -0.0750, -0.4424], [-1.7949, -1.6681, 0.2509], [0.2348, -0.2668, -1.5762], [-0.8888, -1.4081, -2.1512], [0.1149, -2.9798, -0.4153], [1.0434, -2.5783, -1.7299], [-2.2469, 1.6432, -1.9040], [-0.7932, 2.1390, -1.8247], [-1.4464, 1.7470, -2.4239], [2.3011, -0.9263, -0.3928], [2.6462, -0.8042, 1.0733], [2.9030, -0.4621, 0.2109]], "charge": 0, "smiles": "CNCCCN.O.O", "lumo_energy_ev": 0.83, "gap_ev": 9.9, "total_energy_ev": -11482.5879}



5.
{"formula": "C4H16N2O2", "method": "the ωB97M-V functional and the def2-TZVPD basis", "elements": ["C", "C", "C", "C", "N", "N", "H", "H", "H", "H", "H", "H", "H", "H", "H", "H", "H", "H", "H", "H", "O", "H", "H", "O"], "positions_angstrom": [[0.0778, 1.5909, 1.1274], [-0.9415, 0.5498, 1.5245], [-1.4080, -0.4242, 0.4329], [-1.4641, 0.1615, -0.9688], [-0.1849, 0.0449, -1.6858], [1.4419, 1.0736, 0.9249], [-0.1771, 2.0969, 0.1951], [0.2247, 2.4186, 1.8223], [-0.3864, -0.0561, 2.2610], [-1.7309, 0.8582, 2.2161], [-2.3661, -0.8698, 0.7112], [-0.7658, -1.3046, 0.3980], [-2.2678, -0.2979, -1.5477], [-1.7509, 1.2104, -0.9193], [-0.2861, 0.4426, -2.6105], [0.0503, -0.9399, -1.7617], [1.6789, 0.4110, 1.6661], [1.4502, 0.4404, 0.1303], [3.1318, 0.8520, -0.9004], [1.8320, 0.7837, -1.7688], [2.7978, 0.7786, -1.7962], [-0.3685, -3.0355, 0.3733], [1.0271, -3.6025, 0.3832], [0.3854, -3.1824, -0.2068]], "charge": 0, "smiles": "NCCCCN.O.O", "lumo_energy_ev": 0.54, "gap_ev": 9.9, "total_energy_ev": -11482.2700}



6.
{"formula": "C4H16N2O2", "method": "the ωB97M-V functional and the def2-TZVPD basis", "elements": ["C", "N", "C", "C", "C", "N", "H", "H", "H", "H", "H", "H", "H", "H", "H", "H", "H", "H", "H", "H", "O", "H", "H", "O"], "positions_angstrom": [[1.4263, -2.7517, -1.0543], [0.7016, -1.4447, -0.6500], [-0.6013, -1.1213, -1.2427], [-1.5210, -0.5702, -0.1818], [-1.0766, 0.7712, 0.3925], [-1.7315, 1.9367, -0.0674], [1.7262, -2.8111, -2.1738], [2.2415, -2.8627, -0.3491], [0.7370, -3.5898, -0.8987], [1.3695, -0.8064, -1.1022], [-1.1527, -2.0130, -1.6169], [-0.4158, -0.3931, -2.0739], [-1.5629, -1.2337, 0.7261], [-2.6781, -0.5644, -0.5109], [-0.0160, 0.9072, 0.3326], [-1.1998, 0.5928, 1.5744], [-2.2944, 1.5834, -0.9168], [-2.5185, 2.1197, 0.5130], [0.0436, 0.5878, 3.7299], [1.0242, 0.6115, 2.5679], [0.2557, 1.0849, 2.8880], [1.1871, 1.8936, -0.7330], [2.5160, 2.0604, -1.1718], [2.0990, 1.7283, -0.4327]], "charge": 0, "smiles": "CNCCCN.O.O", "lumo_energy_ev": 0.79, "gap_ev": 9.7, "total_energy_ev": -11480.5364}